No. 1
The following is a DFT calculation (ωB97M-V/def2-TZVPD) of a cluster of 2 separate species, C3H8O3S in total.

Geometry as ORCA input:
```
! wB97M-V def2-TZVPD RIJCOSX def2/J DEFGRID3
* xyz 0 1
S 1.17 -2.10 1.35
O 0.69 2.61 0.39
O -1.23 1.54 0.10
O -2.26 -1.32 -2.12
C 0.14 1.57 0.17
C 1.54 -0.37 0.93
C 0.77 0.29 -0.30
H -0.06 -2.45 1.16
H -2.79 -1.50 -1.14
H -0.03 -0.45 -0.66
H -1.68 -0.62 -1.89
H 1.37 0.52 -1.09
H 2.67 -0.35 0.82
H -1.70 2.34 0.41
H 1.39 0.29 1.85
*
```

Values from the calculation:
**Kohn-Sham gap**: 0.35743 Eh
**HOMO level**: -0.346 Ha
**Structure (SMILES)**: O=C(O)CCS.O
**ΔE to the lowest compared entry with this formula, charge and spin**: 36.0 kcal/mol
**Total energy**: -742.9754 Eh


No. 2
The following is a DFT calculation (ωB97M-V/def2-TZVPD) of a cluster of 2 separate species, C3H8O3Si in total.

Geometry as ORCA input:
```
! wB97M-V def2-TZVPD RIJCOSX def2/J DEFGRID3
* xyz 0 1
Si 0.94 -2.34 -0.95
O -0.27 -1.46 -1.12
O 2.24 -2.53 -1.90
O 1.34 -3.29 0.33
C -0.97 2.11 0.46
C -1.20 1.73 -0.79
C -0.63 1.19 1.60
H -1.28 3.08 0.70
H -0.03 0.51 1.16
H 2.58 -1.71 -2.41
H 1.54 -2.80 1.15
H -0.05 1.71 2.38
H -1.61 0.79 2.01
H -0.85 0.74 -1.18
H -1.77 2.26 -1.43
*
```

Values from the calculation:
**Kohn-Sham gap**: 0.32065 Eh
**HOMO level**: -0.335 Ha
**Structure (SMILES)**: O=[Si](O)O.C=CC
**ΔE to the lowest compared entry with this formula, charge and spin**: 49.2 kcal/mol
**Total energy**: -634.3649 Eh


No. 3
The following is a DFT calculation (ωB97M-V/def2-TZVPD) of a cluster of 2 separate species, C3H8O3Si in total.

Geometry as ORCA input:
```
! wB97M-V def2-TZVPD RIJCOSX def2/J DEFGRID3
* xyz 0 1
Si -0.34 2.20 0.04
O -1.67 1.52 -0.57
O -0.40 2.58 1.49
O 0.55 3.13 -0.92
C 0.56 -2.44 0.99
C -0.21 -0.89 -0.80
C 0.68 -1.22 0.12
H 0.09 -0.03 -1.52
H 1.01 -2.37 1.97
H 1.12 -3.17 0.46
H 1.21 3.72 -0.54
H 1.28 -0.43 0.47
H -1.16 -1.63 -1.02
H -2.19 1.73 -1.37
H -0.53 -2.71 1.19
*
```

Values from the calculation:
**Kohn-Sham gap**: 0.35283 Eh
**HOMO level**: -0.365 Ha
**Structure (SMILES)**: O=[Si](O)O.C=CC
**ΔE to the lowest compared entry with this formula, charge and spin**: 61.7 kcal/mol
**Total energy**: -634.3450 Eh


No. 4
The following is a DFT calculation (ωB97M-V/def2-TZVPD) of an isolated molecule of C3H8O4.

Geometry as ORCA input:
```
! wB97M-V def2-TZVPD RIJCOSX def2/J DEFGRID3
* xyz 0 1
O -0.83 1.15 1.34
O -1.63 -0.94 -1.10
O -1.18 -1.26 0.22
O -0.38 1.66 -0.83
C 1.02 -0.14 -0.01
C 0.22 -1.43 0.24
C 0.14 1.28 0.40
H -1.51 0.53 1.03
H 0.39 -1.79 1.26
H -1.46 0.02 -1.18
H 1.42 -0.13 -1.02
H 0.89 1.97 0.78
H 0.51 -2.22 -0.47
H 0.52 1.41 -1.30
H 1.89 -0.13 0.64
*
```

Values from the calculation:
**Kohn-Sham gap**: 0.39466 Eh
**HOMO level**: -0.369 Ha
**Structure (SMILES)**: OOCCC(O)O
**ΔE to the lowest compared entry with this formula, charge and spin**: 103.7 kcal/mol
**Total energy**: -419.9261 Eh